47
Properties=species:S:1:pos:R:3:forces:R:3 method="wB97M-V/def2-TZVPD" homo_ev=-8.12 lumo_energy_ev=-0.607 molar_mass_g_mol=369.2
C -0.873410 7.254671 0.016832 -0.1157 -2.0971 -0.8481
O 0.185503 6.466861 0.628492 -0.6097 -0.3327 -1.0997
C 0.119465 5.100532 0.331273 0.8110 -1.7910 1.0499
C -0.620514 4.449581 -0.644444 -1.8202 3.5780 -1.7958
C -0.585140 3.129163 -1.017834 -1.3081 -0.9397 0.8157
C 0.078595 2.233516 -0.198405 2.2561 1.5690 1.1493
C 0.035917 0.825259 -0.374392 0.1178 -1.8263 1.0786
C 0.573803 -0.200223 0.400050 -2.0285 2.4461 -2.9381
C 1.496881 0.100798 1.398058 1.8169 -0.3590 3.1982
N 2.196228 0.274861 2.319477 -1.0657 -0.4413 -1.7858
C 0.127773 -1.560871 0.134024 0.3694 -1.5419 -0.5870
C -0.147431 -2.025311 -1.163908 0.8380 1.4987 -0.5170
C -0.290933 -3.349845 -1.516294 -0.2897 0.6873 -1.1902
O -0.277195 -3.729790 -2.871821 -1.2897 0.9103 0.2530
C -1.303498 -3.078237 -3.747156 1.0150 -2.8246 -0.4331
C -0.310624 -4.267719 -0.488764 -0.0490 -3.1169 -0.5634
O -0.499402 -5.663930 -0.760610 -0.6480 2.2933 1.6361
C 0.559527 -6.256075 -1.424114 0.5636 -0.1903 -2.3925
C -0.059680 -3.857607 0.809283 -0.5567 -2.1060 1.6474
O 0.001221 -4.886157 1.854404 0.7058 1.4024 -2.2172
C -1.291237 -5.266445 2.336715 1.3941 -1.0763 -0.9762
C 0.163720 -2.527775 1.111022 0.7983 -0.8382 2.0368
C 0.858176 2.831990 0.831924 -0.1863 0.3026 0.4240
C 0.862461 4.200367 1.142124 0.3653 0.2936 -1.0533
B 1.863543 4.713977 2.220782 -0.1800 -0.9089 0.6572
O 2.392251 3.726234 3.003566 -0.1666 -0.3192 -0.3229
O 2.131624 6.015380 2.391349 -0.9910 1.8745 -0.8165
H -0.827428 7.244905 -1.098954 0.2127 0.1139 0.9074
H -1.018799 8.229341 0.395837 0.9382 1.0862 0.6091
H -1.742566 6.722344 0.342710 -1.0573 -0.1783 -0.2808
H -1.332291 5.125679 -1.182414 0.6764 -0.8959 0.0677
H -1.321016 2.733232 -1.733102 0.5445 0.4375 -0.0047
H -0.671744 0.566977 -1.143250 -0.1428 -0.5665 -0.1794
H 0.023711 -1.305564 -1.964192 -0.2415 -0.2181 -0.0049
H -1.342036 -2.028115 -3.625304 0.1684 1.0033 -0.0164
H -2.263896 -3.536638 -3.556926 -0.3751 0.0893 0.5821
H -1.107035 -3.434199 -4.807168 0.3875 0.8431 1.3209
H 0.423386 -7.331476 -1.477116 -0.2017 -0.0975 0.3535
H 0.548850 -5.890263 -2.463159 0.1194 -0.2568 0.0571
H 1.557786 -6.039859 -1.081993 0.2916 0.1972 0.8772
H -1.552418 -4.439825 2.861098 -1.8839 2.4241 1.6943
H -1.209945 -6.080748 3.046460 0.3884 -0.3201 -0.1639
H -1.969431 -5.515112 1.542446 -0.3525 -0.1324 -0.4047
H 0.538465 -2.374567 2.147188 -0.5363 0.3512 -0.7943
H 1.483650 2.215870 1.486627 -0.4573 0.5198 -0.4306
H 2.897440 3.926663 3.783143 0.3386 0.4572 0.2271
H 1.497692 6.558148 1.806435 1.4359 -1.0034 1.1741